1.
66
Properties=species:S:1:pos:R:3 method="wB97M-V/def2-TZVPD" homo_energy_ev="-10.04 / -10.06" de_lowest_kj_mol=0.0 charge=+1 lumo_energy_ev="-3.0 / -3.0" multiplicity=6 s_squared=8.76 total_energy_ha=-3072.74123 max_force_ev_per_a=0.654
Sm -0.69 0.95 -0.41
S -0.18 -1.69 -0.86
S -2.81 2.60 -1.18
Si -0.20 -3.99 -3.57
N -0.38 3.16 0.55
N -1.48 3.87 0.89
N 1.75 1.79 -0.27
N -0.16 0.17 -2.72
N -3.92 0.43 3.15
N -2.57 0.41 1.25
N -1.65 0.24 3.39
N -3.66 4.36 0.57
N 0.14 0.34 1.90
N 0.47 -0.25 4.15
C -2.72 0.36 2.52
C 0.85 4.52 2.18
C 0.02 -1.12 5.23
C 0.04 -1.52 -4.88
C 0.73 3.45 1.14
C 2.80 1.10 -0.69
C -0.65 -4.82 -1.95
C -1.52 -4.43 -4.84
C 1.90 2.67 0.74
C -0.05 0.66 -3.96
C -0.09 -2.08 -3.62
C 3.13 2.82 1.37
C 0.08 -0.14 -5.07
C -0.15 -1.18 -2.53
C 1.47 -4.63 -4.17
C 1.91 -0.12 4.04
C -0.31 0.10 3.09
C 4.22 2.09 0.94
C 4.06 1.21 -0.13
C -2.57 3.65 0.18
H -4.75 0.55 2.61
H 2.63 0.42 -1.52
H -1.87 0.30 4.37
H 1.11 0.06 1.82
H 1.10 4.09 3.15
H -4.44 4.40 -0.05
H -0.79 -5.89 -2.13
H -4.03 0.32 4.14
H 3.23 3.51 2.20
H -3.47 0.48 0.78
H 4.89 0.63 -0.51
H -0.10 5.04 2.26
H -1.62 -5.52 -4.91
H 0.58 -2.06 5.20
H 2.33 -0.06 5.05
H -3.51 5.13 1.20
H -2.50 -4.03 -4.56
H 0.19 -0.65 6.20
H -1.58 -4.42 -1.54
H 0.11 -2.17 -5.75
H 0.18 0.30 -6.05
H 2.28 -4.35 -3.49
H 1.45 -5.72 -4.24
H 2.37 -0.97 3.53
H -0.06 1.74 -4.04
H 2.16 0.80 3.51
H -1.29 -4.06 -5.84
H 1.63 5.24 1.91
H 1.72 -4.24 -5.16
H 5.18 2.20 1.42
H -1.03 -1.37 5.13
H 0.12 -4.69 -1.19



2.
58
Properties=species:S:1:pos:R:3 method="wB97M-V/def2-TZVPD" homo_energy_ev=-8.22 de_lowest_kj_mol=204.2 smiles=O[C@H](COc1cccc(OC[C@H](O)CN2CCCC2)c1)CN1CCCC1 charge=0 lumo_energy_ev=0.8 total_energy_ha=-1191.72663 max_force_ev_per_a=0.648
O 2.47 1.96 -0.75
O -3.15 -2.67 -0.79
O 0.05 0.54 0.66
O -5.95 -1.88 0.43
N -4.12 1.22 -0.20
N 4.78 0.50 -0.49
C -0.24 -0.78 0.46
C -1.09 -3.39 0.03
C 0.16 -3.14 0.55
C 2.41 0.76 -0.02
C -4.07 -1.65 -1.11
C -5.26 0.34 -0.11
C 0.60 -1.85 0.77
C -3.07 3.26 -0.71
C -4.32 2.41 -1.00
C -3.62 1.71 1.07
C 6.14 0.75 -0.05
C 3.79 0.45 0.58
C 1.34 0.91 1.08
C -1.94 -2.33 -0.28
C 4.90 -0.76 -1.22
C -2.59 2.77 0.67
C -4.80 -1.11 0.13
C 6.72 -0.60 0.39
C 5.93 -1.62 -0.46
C -1.51 -1.03 -0.06
H 3.93 -1.25 -1.31
H 1.26 1.97 1.32
H -2.12 -0.17 -0.28
H -3.31 4.32 -0.72
H -5.23 2.95 -0.70
H -3.58 -0.83 -1.64
H -4.41 2.14 -2.06
H 2.11 -0.06 -0.69
H 1.63 0.36 1.98
H 6.16 1.50 0.75
H 7.79 -0.65 0.21
H -5.81 0.37 -1.05
H 4.03 1.24 1.30
H -2.30 3.07 -1.46
H 6.58 -2.16 -1.15
H -1.61 2.32 0.59
H -5.95 0.62 0.70
H 5.27 -0.53 -2.22
H -1.43 -4.40 -0.14
H 6.69 1.14 -0.90
H 3.77 -0.51 1.11
H -2.55 3.58 1.40
H -4.80 -2.11 -1.78
H -3.18 0.91 1.66
H 6.54 -0.77 1.45
H -5.68 -2.80 0.50
H 5.44 -2.36 0.17
H -4.11 -1.13 0.98
H -4.44 2.17 1.66
H 1.59 -1.69 1.18
H 3.32 1.95 -1.22
H 0.82 -3.97 0.79



3.
59
Properties=species:S:1:pos:R:3 method="wB97M-V/def2-TZVPD" homo_energy_ev=-7.99 de_lowest_kj_mol=101.9 smiles="CCOC(=O)CCC[C@@H]1C(=O)NC[C@@H]1P(C)C.c1cc[nH]c1.c1cc[nH]c1" charge=0 lumo_energy_ev=0.4 total_energy_ha=-1512.56794 max_force_ev_per_a=4.138
P 1.78 -2.57 0.29
O 0.87 2.09 2.18
O 0.80 1.71 0.03
O -2.65 -0.88 -1.64
N 4.99 2.12 2.68
N -1.27 -2.54 -2.46
N -4.55 1.21 -2.45
C -6.51 2.05 -3.05
C 0.62 -2.16 -1.10
C -0.56 -1.31 -0.51
C 3.59 1.63 4.32
C -1.11 -1.64 0.88
C -6.73 0.85 -2.32
C 2.90 -1.11 0.46
C -0.76 -0.62 1.97
C 5.72 2.13 3.84
C 3.68 1.82 2.97
C -0.07 2.29 -0.93
C 0.16 1.63 -2.32
C 2.76 -4.08 -0.14
C -1.00 0.86 1.59
C -5.50 0.36 -1.96
C -0.16 -3.28 -1.78
C 4.88 1.82 4.87
C -1.67 -1.50 -1.56
C 0.28 1.61 1.30
C -5.15 2.24 -3.11
H -1.42 -0.83 2.80
H 6.78 2.35 3.82
H 3.95 -1.40 0.47
H 2.78 -0.39 -0.35
H 2.34 -4.52 -1.04
H 0.85 0.81 -2.14
H 2.67 -0.57 1.37
H -3.56 1.09 -2.33
H 2.94 1.77 2.20
H -0.82 -2.62 1.23
H 2.62 -4.78 0.67
H -2.19 -1.63 0.80
H 5.16 1.75 5.91
H 5.35 2.31 1.76
H 0.58 2.32 -3.03
H 2.69 1.37 4.86
H -0.84 -1.99 -3.21
H 1.02 -1.52 -1.89
H 0.10 3.35 -1.06
H -7.26 2.69 -3.48
H -5.22 -0.52 -1.40
H -7.68 0.40 -2.08
H 0.24 -0.80 2.35
H 0.33 -3.81 -2.59
H 3.83 -3.91 -0.26
H -1.12 2.14 -0.68
H -1.42 1.34 2.46
H -0.69 -3.98 -1.14
H -4.57 3.03 -3.57
H -0.24 -0.28 -0.62
H -1.76 0.96 0.81
H -0.75 1.16 -2.68



4.
60
Properties=species:S:1:pos:R:3 method="wB97M-V/def2-TZVPD" homo_energy_ev="-4.67 / -7.96" charge=0 lumo_energy_ev="0.5 / -1.5" multiplicity=5 s_squared=6.08 total_energy_ha=-2144.54908 max_force_ev_per_a=3.589
Ru 0.03 -0.33 -0.11
S -3.03 3.24 -0.60
P 1.38 -2.01 0.43
Si -1.43 -1.97 -0.96
O -2.01 -0.40 1.76
N -1.07 1.57 -0.24
N 0.99 0.29 -1.53
N -2.32 1.21 -2.22
C 2.70 2.11 -4.22
C 2.28 1.76 -2.95
C -0.74 0.37 3.69
C -1.80 4.66 1.53
C 0.87 -0.02 -3.91
C 2.22 -2.60 -1.11
C 0.87 -3.59 1.19
C -2.06 1.86 -1.08
C 2.82 -1.49 1.41
C 0.29 3.80 2.42
C 1.29 0.35 -5.18
C -0.86 2.58 0.70
C 0.23 2.70 1.57
C 2.20 1.40 -5.34
C -2.64 -2.97 0.10
C 1.37 0.67 -2.74
C -1.36 -0.69 2.84
C -0.72 4.76 2.41
C -1.65 -1.96 3.59
C -1.86 3.57 0.67
H 2.89 -3.44 -0.87
H -0.86 0.14 4.76
H 3.39 -0.73 0.86
H 3.41 2.93 -4.37
H -0.83 -2.16 4.30
H 2.47 -1.07 2.36
H 1.14 3.90 3.10
H 3.47 -2.35 1.61
H -0.75 -3.01 -1.78
H -2.12 -3.74 0.68
H 2.63 2.27 -2.05
H 0.38 -3.39 2.14
H -1.17 1.35 3.50
H -0.66 5.62 3.09
H -1.62 0.62 -2.65
H 0.91 -0.20 -6.06
H -3.17 -2.27 0.76
H 0.35 0.39 3.49
H 1.01 1.93 1.55
H -3.11 1.52 -2.78
H -3.35 -3.45 -0.59
H -2.60 5.40 1.48
H -2.57 -1.83 4.19
H 2.54 1.67 -6.34
H -0.05 -1.00 1.69
H -1.78 -2.84 2.94
H 0.19 -4.13 0.53
H -2.38 -1.26 -1.86
H 1.48 -2.93 -1.85
H 2.80 -1.79 -1.55
H 0.18 -0.85 -3.73
H 1.78 -4.19 1.36



5.
61
Properties=species:S:1:pos:R:3 method="wB97M-V/def2-TZVPD" homo_energy_ev=-8.47 de_lowest_kj_mol=0.0 smiles="Cc1noc(C)c1S(=O)(=O)N1CCC(C(=O)N2CCN(C3CCCC3)CC2)CC1" charge=0 lumo_energy_ev=0.5 total_energy_ha=-1699.43838 max_force_ev_per_a=1.387
S 0.54 3.93 1.31
O 3.97 5.32 2.65
O 0.76 4.03 -0.11
O -0.60 4.60 1.86
O 0.60 -1.32 1.31
N -1.88 -3.79 -1.21
N -1.43 -1.75 0.48
N 0.51 2.35 1.86
N 3.33 5.06 3.83
C -0.34 -0.96 0.62
C -1.45 -3.05 1.14
C 1.99 4.51 2.14
C 1.06 1.00 -0.14
C 3.63 5.19 0.24
C -1.32 1.36 0.56
C -0.80 1.76 1.94
C -3.00 -2.90 -1.00
C -0.88 -3.32 -2.17
C 2.16 4.58 3.55
C -1.32 -4.17 0.08
C -0.35 0.38 -0.11
C -0.35 -3.06 -4.49
C -1.49 -2.87 -3.50
C 1.49 1.49 1.24
C 3.17 5.00 1.63
C -2.58 -1.54 -0.38
C 1.17 4.16 4.56
C 0.07 -4.48 -2.57
C 0.23 -4.42 -4.09
H -0.37 -5.43 -2.26
H 3.90 6.23 0.08
H -0.27 -2.50 -1.76
H -1.46 2.50 2.40
H -3.42 -1.14 0.21
H 1.03 -4.38 -2.07
H 2.83 4.90 -0.44
H -0.66 0.21 -1.15
H -0.36 -5.21 -4.56
H -0.62 -3.08 1.84
H -1.85 -1.85 -3.48
H -3.69 -3.42 -0.34
H 1.06 3.08 4.55
H 1.49 4.49 5.55
H -2.39 -3.14 1.69
H 1.66 0.64 1.90
H -0.27 -4.43 -0.05
H -1.86 -5.06 0.44
H -2.34 -0.83 -1.17
H 4.52 4.58 0.05
H -0.73 0.88 2.60
H 1.78 0.26 -0.50
H 0.40 -2.28 -4.35
H 1.26 -4.54 -4.40
H -1.38 2.27 -0.05
H -3.51 -2.71 -1.95
H -0.68 -3.03 -5.53
H 2.42 2.06 1.15
H 1.04 1.84 -0.83
H -2.31 -3.54 -3.76
H 0.20 4.59 4.31
H -2.32 0.93 0.65



6.
61
Properties=species:S:1:pos:R:3 method="wB97M-V/def2-TZVPD" homo_energy_ev=-9.03 de_lowest_kj_mol=326.5 charge=+1 lumo_energy_ev=-6.0 total_energy_ha=-1273.60059 max_force_ev_per_a=6.336
N 0.46 -0.77 4.55
N -3.06 -3.47 -8.71
N 0.06 -1.69 1.60
N -0.14 2.54 7.76
N 2.25 3.60 5.61
N 1.48 2.43 5.74
N 4.43 4.26 2.47
N -0.78 3.67 5.66
N -3.21 -4.00 -2.83
C -1.76 -3.09 -8.57
C 1.34 1.70 4.42
C -4.02 -4.95 -3.39
C 1.17 -2.30 -0.22
C -3.37 -3.52 -5.00
C -1.26 -2.81 -9.82
C -0.84 -2.30 0.78
C 4.81 4.14 1.16
C 5.56 5.26 0.84
C -2.31 -3.02 -10.75
C 4.93 5.42 2.99
C -0.18 -2.69 -0.37
C -3.41 -3.43 -10.04
C -1.46 0.90 4.09
C 0.14 0.58 4.38
C -4.14 -4.68 -4.74
C 1.30 -1.69 1.00
C -2.81 -3.12 -3.81
C 0.16 2.90 6.30
C 5.63 6.06 2.00
H 4.52 3.29 0.57
H -1.29 -3.05 -7.59
H -2.01 1.22 5.10
H 2.15 -1.25 1.50
H 6.14 7.01 2.10
H -0.15 -1.30 2.51
H 1.97 -2.45 -0.94
H 2.36 1.09 4.27
H -1.88 -2.41 1.07
H 1.72 4.45 5.94
H -4.72 -5.25 -5.45
H -0.25 -2.48 -10.05
H -0.62 -3.20 -1.21
H -3.68 -3.74 -7.95
H -2.15 -2.29 -3.57
H -3.24 -3.03 -5.96
H -2.26 -2.90 -11.82
H -0.46 4.37 4.94
H -4.45 -5.74 -2.78
H 0.79 2.29 8.20
H -1.81 3.68 5.88
H -1.50 1.76 3.27
H 1.49 -0.88 4.69
H 6.00 5.46 -0.12
H -2.96 -3.94 -1.86
H 4.74 5.69 4.02
H 3.86 3.58 2.98
H 2.50 3.80 4.62
H -0.70 1.66 7.82
H 1.27 2.40 3.47
H -4.41 -3.69 -10.36
H -1.96 -0.06 3.61



7.
70
Properties=species:S:1:pos:R:3 method="wB97M-V/def2-TZVPD" homo_energy_ev=-9.67 smiles="C[C@H](Br)C[C@@H]1[C@H](COO)[C@H](Cl)[C@H](B(O)O)OS1(=O)=O.O=C1CCCO1.O=C1CCCO1.O=C1CCCO1" charge=0 lumo_energy_ev=-0.4 total_energy_ha=-5217.25868 max_force_ev_per_a=1.663
Br -0.54 0.67 -4.79
Cl -0.68 4.66 -1.42
S 0.69 1.17 -0.78
O 1.21 0.64 -1.97
O -2.95 3.83 2.16
O 0.92 0.41 0.41
O -0.17 -5.16 0.01
O 6.58 4.81 6.13
O 1.35 2.62 -0.63
O 2.23 5.43 0.03
O -4.95 -4.68 -3.77
O -4.64 -3.40 -1.95
O 6.02 4.71 3.97
O 1.90 4.75 2.29
O -0.63 -3.55 -1.47
O -3.67 2.97 1.30
C -1.52 2.54 0.15
C -4.63 -6.02 -4.17
C -3.65 -5.63 -2.04
C -0.62 3.75 0.11
C -1.72 0.45 -3.24
C -1.12 1.41 -0.86
C 0.64 -5.31 1.19
C -4.44 -4.42 -2.53
C 0.00 -3.93 -0.53
C 1.05 -3.17 0.25
C 0.79 3.34 0.48
C -3.41 -6.41 -3.33
C 5.48 2.43 3.77
C -1.61 1.66 -2.28
C 6.11 4.20 5.22
C 5.32 3.79 3.11
C 1.76 -4.28 1.03
C 5.52 2.80 5.25
C -3.01 2.84 0.06
C -1.57 -0.93 -2.66
B 1.69 4.58 0.94
H -2.57 2.15 -2.28
H -2.72 -5.31 -1.57
H -1.51 0.51 -0.41
H 5.76 3.83 2.11
H -4.43 -6.03 -5.24
H -0.57 -1.15 -2.31
H -3.17 3.71 -0.58
H 1.56 6.04 -0.32
H 2.18 -3.96 1.97
H 2.56 -4.70 0.42
H 1.71 -2.63 -0.42
H -0.95 4.44 0.87
H 0.55 -2.46 0.90
H 6.15 2.13 5.83
H 1.01 -6.33 1.24
H 0.68 2.68 1.34
H 6.43 1.98 3.47
H -1.81 -1.67 -3.40
H -0.93 2.36 -2.73
H -3.32 -7.49 -3.19
H -2.71 0.49 -3.68
H -3.07 4.72 1.81
H 0.02 -5.11 2.06
H -3.51 2.02 -0.44
H -1.36 2.10 1.13
H 4.28 4.10 3.04
H 4.53 2.85 5.69
H -2.25 -1.05 -1.82
H 4.68 1.73 3.50
H 1.30 5.40 2.68
H -2.50 -6.05 -3.82
H -4.27 -6.18 -1.33
H -5.49 -6.66 -3.96